Model 1:
DFT (the ωB97M-V functional and the def2-TZVPD basis) results for CH2OS2 in the gas phase.

Each line ends with the natural charge from an NBO analysis.
Geometry (Å):
C1 1.13 0.41 -0.30  0.387
O1 2.26 0.65 -0.11  -0.475
S1 -1.69 -0.40 -0.12  -0.128
S2 0.07 -1.16 0.43  -0.055
H1 0.51 0.99 -0.96  0.140
H2 -2.28 -0.49 1.05  0.132

Results
* highest occupied orbital energy: -0.332 Eh
* LUMO: 0.4 eV
* SMILES: O=CSS

---

Model 2:
DFT (the ωB97M-V functional and the def2-TZVPD basis) results for a molecular structure, CH2OS2.

Each line ends with the natural charge from an NBO analysis.
Geometry (Å):
C1 -0.35 0.35 0.12  -0.121
H1 0.11 -0.92 -1.25  0.441
H2 1.21 -0.96 0.53  0.078
O1 -0.08 0.31 -1.22  -0.606
S1 0.44 -0.34 1.33  0.253
S2 -1.34 1.57 0.48  -0.045

Results
* highest occupied orbital energy: -0.322 Eh
* LUMO: -0.3 eV

---

Tell me which of them is the most stable. Sure, it is model 1.